72
Properties=species:S:1:pos:R:3:forces:R:3 method="wB97M-V/def2-TZVPD" multiplicity=1 total_charge=-2 e_above_lowest_kj_mol=0.00 e_homo_ev="-1.31 / -1.31" orbital_gap_ev="4.97 / 4.97"
K 0.8713 1.3020 -0.2554 0.04 0.01 -0.07
C 5.8203 -3.0709 2.2238 0.00 0.00 0.00
C 5.3609 -3.9213 1.2118 -0.01 0.00 -0.01
C 4.1789 -3.6532 0.5354 0.01 0.00 0.00
C 3.4735 -2.5118 0.8852 -0.01 0.00 0.00
C 2.2049 -1.9264 0.4190 0.00 0.01 0.01
N 1.4501 -2.5237 -0.4968 -0.02 -0.01 0.01
C 0.2267 -2.1056 -0.8185 0.05 0.04 0.05
C -0.6135 -2.8293 -1.7829 -0.04 0.00 -0.02
C -0.3947 -3.9323 -2.5955 0.00 0.00 0.00
C -1.4192 -4.3315 -3.4426 0.00 0.00 0.00
C -2.6420 -3.6473 -3.4668 0.00 0.00 0.00
C -2.8620 -2.5470 -2.6474 0.00 -0.01 0.00
C -1.8332 -2.1448 -1.8079 0.01 -0.01 0.00
C -1.6861 -1.0372 -0.8525 0.01 0.08 0.00
N -2.6916 -0.2153 -0.5605 0.00 -0.04 0.00
C -2.6019 0.7489 0.3497 0.03 0.02 0.02
N -1.5123 1.1534 1.0340 0.01 -0.03 -0.02
C -1.8802 2.0813 1.9345 0.02 0.02 0.00
N -1.1341 2.6589 2.8750 -0.03 0.01 0.04
C 0.1230 2.3098 3.1291 0.02 -0.02 -0.04
N 0.8946 1.4243 2.4677 -0.02 -0.04 0.00
C 2.0401 1.2444 3.1527 -0.03 0.00 -0.01
N 3.0070 0.3591 2.9287 0.02 -0.02 0.02
C 2.9271 -0.5906 1.9990 -0.01 0.04 0.01
N 1.9562 -0.7841 1.0897 -0.02 0.00 -0.01
C 3.9325 -1.6620 1.8952 -0.01 -0.02 -0.01
C 5.1072 -1.9344 2.5797 0.01 0.00 0.00
C 2.0683 2.1407 4.3213 0.00 0.00 0.00
C 2.9961 2.3602 5.3283 0.01 0.01 0.01
C 2.6822 3.2855 6.3142 0.00 0.00 -0.01
C 1.4587 3.9652 6.2995 -0.01 0.00 -0.01
C 0.5251 3.7332 5.2989 0.00 0.01 0.02
C 0.8468 2.8193 4.3064 -0.01 -0.01 -0.01
C -3.3201 2.3605 1.8059 0.00 -0.01 -0.01
C -4.1882 3.2134 2.4713 -0.01 0.01 0.00
C -5.5236 3.2094 2.0932 0.00 0.00 0.00
C -5.9822 2.3620 1.0777 0.00 -0.01 0.00
C -5.1149 1.5004 0.4209 -0.01 0.01 0.00
C -3.7789 1.5133 0.7930 0.00 0.00 0.00
N -0.4453 -1.0470 -0.3302 0.00 -0.07 0.02
H 6.7463 -3.3075 2.7354 0.00 0.00 0.00
H 5.9389 -4.8018 0.9549 0.01 0.00 0.00
H 3.8106 -4.3066 -0.2456 0.00 0.00 0.00
H 0.5573 -4.4480 -2.5745 0.00 0.00 0.00
H -1.2731 -5.1778 -4.1034 -0.01 0.00 0.00
H -3.4194 -3.9744 -4.1472 0.00 0.00 0.00
H -3.7990 -2.0048 -2.6676 0.00 0.00 0.00
H 5.4493 -1.2729 3.3658 0.00 0.00 0.00
H 3.9345 1.8197 5.3349 0.00 0.00 0.00
H 3.3905 3.4848 7.1103 0.00 0.00 0.00
H 1.2395 4.6798 7.0848 0.00 0.00 0.00
H -0.4293 4.2446 5.2839 0.00 0.00 0.00
H -3.8241 3.8594 3.2605 0.01 0.00 0.00
H -6.2256 3.8698 2.5896 0.00 0.00 0.00
H -7.0308 2.3811 0.8033 0.00 0.00 0.00
H -5.4584 0.8359 -0.3620 0.00 0.00 0.00
O -2.2447 -1.8382 -6.0913 0.00 0.00 -0.01
C -1.7195 -0.6619 -6.5211 -0.01 0.00 0.02
O -2.0650 -0.2453 -7.6031 0.00 0.00 -0.01
C -0.7644 0.0203 -5.6267 0.03 0.01 0.03
C -0.1459 -0.5911 -4.5310 -0.05 0.01 -0.06
C 0.7584 0.0965 -3.7461 0.03 -0.03 0.06
C 1.0920 1.4459 -3.9938 -0.04 -0.01 -0.07
S 2.2186 2.3255 -3.0186 -0.01 0.00 0.06
C 0.4566 2.0421 -5.1083 0.02 0.03 0.03
C -0.4302 1.3513 -5.9006 -0.02 -0.02 -0.03
H -1.9938 -2.0105 -5.1719 0.00 0.00 0.00
H -0.3370 -1.6324 -4.2876 0.02 0.00 0.01
H 1.2459 -0.4185 -2.9256 -0.01 0.00 0.00
H 0.6910 3.0764 -5.3277 0.00 0.00 0.00
H -0.8966 1.8292 -6.7535 0.00 0.01 0.00

***

25
Properties=species:S:1:pos:R:3:forces:R:3 method="wB97M-V/def2-TZVPD" multiplicity=1 e_above_lowest_kj_mol=32.03 smiles=ClCCl.ClCCl.ClCCl.ClCCl.ClCCl e_homo_ev=-10.91 orbital_gap_ev=11.37
C -1.3782 18.2620 25.3750 -0.38 0.10 1.03
Cl -2.6823 17.8083 26.5367 0.17 0.28 -0.38
Cl -0.7308 16.8107 24.6410 0.19 0.12 -0.30
H -1.7680 18.9669 24.6507 -0.15 -0.29 -0.20
H -0.6319 18.7584 25.9855 0.21 -0.17 -0.14
C -1.8189 12.2669 21.6212 -0.03 0.62 -0.48
Cl -1.1604 13.2765 20.3151 0.02 0.07 -0.12
Cl -3.2707 11.4049 21.0881 0.32 -0.18 0.17
H -0.9942 11.6302 21.9137 -0.37 -0.40 0.17
H -2.1219 12.9558 22.3954 -0.01 -0.13 0.16
C 0.5806 9.5812 26.9780 -0.04 -0.33 0.18
Cl 0.9951 10.6746 28.3024 0.26 0.07 0.07
Cl 0.8370 10.3015 25.3960 -0.20 0.14 -0.12
H 1.2034 8.6939 26.9939 0.05 0.07 0.34
H -0.4559 9.3201 27.1601 -0.06 0.00 -0.46
C 0.0074 13.6737 26.0850 0.20 0.88 0.63
Cl 1.7317 13.9945 25.7647 -0.21 -0.37 0.00
Cl -0.8858 13.3233 24.6286 -0.11 -0.20 -0.15
H -0.1053 12.8965 26.8314 0.21 -0.32 -0.28
H -0.3748 14.6007 26.5035 -0.11 -0.02 -0.14
C 4.0188 16.6320 26.1378 0.28 -0.34 0.44
Cl 4.0946 18.0221 27.2347 -0.37 0.06 -0.23
Cl 5.6691 15.9488 26.0138 -0.53 -0.03 -0.34
H 3.3635 15.8802 26.5658 0.23 0.07 0.21
H 3.6046 16.8928 25.1695 0.43 0.31 -0.07

***

12
Properties=species:S:1:pos:R:3:forces:R:3 method="wB97M-V/def2-TZVPD" multiplicity=1 e_above_lowest_kj_mol=122.11 smiles="OC(=S)/C(Cl)=C/CCl" e_homo_ev=-9.27 orbital_gap_ev=8.29
C -1.8145 -0.3526 -0.0399 -0.63 -0.89 -1.91
C -0.4677 0.2487 0.0362 -0.18 1.41 0.15
C 0.6796 -0.3990 0.2107 1.21 1.27 0.47
C 2.0598 0.2448 0.3506 0.02 1.79 0.38
H -3.4661 0.1647 -1.0007 2.22 0.71 2.57
H 0.6945 -1.4601 0.3099 -0.37 -0.65 0.11
H 2.4489 0.2879 1.4089 -0.84 -0.39 -0.93
H 2.0741 1.3790 0.0417 0.04 -2.45 0.01
O -2.7335 0.5525 -0.3472 -2.44 0.16 -1.96
S -2.2228 -1.9232 -0.1831 0.69 -0.41 0.55
Cl -0.5488 2.0324 -0.2806 0.77 -1.17 0.50
Cl 3.2966 -0.7749 -0.5065 -0.50 0.62 0.07

***

5
Properties=species:S:1:pos:R:3:forces:R:3 method="wB97M-V/def2-TZVPD" multiplicity=1 e_above_lowest_kj_mol=850.44 e_homo_ev=-9.92 orbital_gap_ev=7.95
O -0.0694 0.9272 -0.5037 -2.78 -4.25 -1.72
C 0.8552 -0.1334 0.1411 3.78 0.11 3.23
O 0.4163 -0.3158 1.3093 0.99 0.09 -3.18
H -0.8854 -0.2315 -1.0602 2.06 3.54 0.79
H -0.3167 -0.2465 0.1135 -4.05 0.52 0.88

***

44
Properties=species:S:1:pos:R:3:forces:R:3 method="wB97M-V/def2-TZVPD" multiplicity=1 e_above_lowest_kj_mol=168.82 smiles=Clc1ccc(-n2ncc3c(NCCN4CCOCC4)ncnc32)cc1 e_homo_ev=-8.34 orbital_gap_ev=8.80
Cl -8.2508 -1.2034 -0.0939 -0.23 -0.09 -0.01
C -6.6384 -0.5877 0.0029 0.22 0.06 -0.02
C -5.6713 -1.0580 -0.8719 -0.20 0.09 0.18
C -4.3816 -0.5677 -0.7981 0.13 0.07 0.04
C -4.0641 0.3957 0.1548 -0.91 -0.26 0.04
C -5.0407 0.8631 1.0309 0.17 0.00 -0.06
C -6.3284 0.3716 0.9553 -0.02 -0.13 -0.14
H -7.0898 0.7295 1.6300 -0.07 0.02 0.05
H -4.7733 1.6092 1.7615 -0.03 0.03 0.04
N -2.7698 0.9099 0.2492 0.88 0.03 -0.31
C -1.6730 0.6215 -0.5013 1.02 0.41 0.10
N -1.5501 -0.2390 -1.5173 -0.40 -0.22 -0.10
C -0.3380 -0.2775 -2.0248 -0.30 -0.14 -0.05
N 0.7326 0.4129 -1.6619 0.53 0.40 0.19
C 0.6289 1.2793 -0.6506 -0.44 -0.11 -0.09
N 1.7100 1.9866 -0.2842 -0.10 0.17 0.23
H 1.6309 2.5839 0.5235 -0.06 -0.06 -0.09
C 3.0101 1.8199 -0.8800 0.55 -0.16 0.08
H 3.4084 2.8059 -1.1419 -0.01 -0.09 -0.07
C 4.0303 1.1205 0.0469 -0.14 0.12 -0.26
N 3.8120 -0.2685 0.3667 -0.10 0.03 0.02
C 3.6818 -1.1572 -0.7750 0.01 -0.39 0.15
C 3.8173 -2.5968 -0.2738 0.18 0.16 -0.34
H 3.6614 -3.3068 -1.0875 0.07 0.04 0.01
O 2.8464 -2.8969 0.7020 -0.15 -0.08 -0.07
C 2.9433 -2.0084 1.7886 -0.13 0.35 0.25
C 2.7678 -0.5580 1.3312 0.04 -0.41 0.14
H 2.8687 0.1124 2.1876 -0.03 0.01 0.02
H 1.7573 -0.4540 0.9059 0.03 0.00 0.09
H 2.1564 -2.2929 2.4894 0.06 0.04 0.01
H 3.9258 -2.1155 2.2733 -0.08 0.02 0.00
H 4.8235 -2.7374 0.1502 -0.06 0.00 -0.07
H 4.4811 -0.9411 -1.4866 0.01 -0.02 -0.07
H 2.7068 -1.0429 -1.2759 0.15 0.01 -0.02
H 4.0912 1.6687 0.9922 0.08 0.05 -0.03
H 5.0065 1.1872 -0.4449 0.00 0.13 0.04
H 2.8666 1.2384 -1.7907 0.10 0.15 0.03
C -0.6186 1.4220 -0.0030 -0.50 -0.55 -0.39
C -1.2085 2.1509 1.0543 -0.09 -0.12 -0.12
N -2.4698 1.8356 1.1838 -0.08 0.45 0.55
H -0.7663 2.8774 1.7077 0.01 0.17 0.18
H -0.1893 -0.9656 -2.8468 0.00 -0.06 -0.08
H -3.6170 -0.9220 -1.4705 -0.06 -0.03 -0.01
H -5.9261 -1.8046 -1.6073 -0.03 -0.06 -0.06

***

16
Properties=species:S:1:pos:R:3:forces:R:3 method="wB97M-V/def2-TZVPD" multiplicity=1 e_above_lowest_kj_mol=241.14 smiles="C=CN.C=CN" e_homo_ev=-8.09 orbital_gap_ev=9.04
C 2.6697 0.3326 -1.4579 0.73 -1.30 0.15
C 1.6867 -0.1537 -0.6884 -0.34 0.42 -0.34
N 1.8461 -1.2296 0.1664 0.13 0.71 0.35
H 3.6595 -0.0421 -1.1850 -0.04 -0.09 -0.46
H 2.5678 0.7205 -2.4618 -0.31 0.86 0.45
H 0.7030 0.3030 -0.6560 -0.18 -0.19 -0.35
H 2.3278 -2.0272 -0.2006 0.05 -0.09 0.20
H 1.1243 -1.3780 0.8460 0.02 -0.31 -0.05
C -1.2094 1.2642 1.0591 -0.79 0.27 -0.16
C -1.8437 0.1229 0.8339 0.22 -0.33 0.10
N -3.1774 0.0642 0.3559 -0.45 -0.10 -0.75
H -0.3693 1.3472 1.7232 0.68 -0.15 -0.49
H -1.6629 2.1673 0.6598 -0.03 0.13 0.53
H -1.3269 -0.8241 1.0038 -0.31 0.02 0.57
H -3.3081 0.0890 -0.6492 0.33 0.30 -0.02
H -3.6873 -0.7561 0.6509 0.29 -0.13 0.27

***

What are the calculated total energy values for these records? In order: -83966.189, -130571.249, -42138.975, -5155.600, -41447.882, -7288.120 eV.